1.
{"formula": "C12H30IO7P2PdSb", "method": "ωB97M-V with the def2-TZVPD basis set", "elements": ["Pd", "C", "C", "O", "P", "O", "O", "O", "P", "O", "O", "O", "H", "H", "H", "H", "H", "H", "H", "C", "C", "C", "Sb", "C", "C", "C", "C", "C", "C", "H", "H", "H", "H", "H", "H", "H", "H", "H", "H", "H", "H", "H", "H", "H", "H", "H", "H", "H", "H", "H", "I", "C", "H", "H"], "coordinates": [[2.55, -2.34, -0.92], [3.09, 2.60, -1.20], [2.61, 1.39, -0.41], [2.20, 1.84, 0.88], [3.97, 0.20, -0.11], [4.62, -0.17, -1.50], [5.10, 1.00, 0.62], [3.46, -1.01, 0.60], [1.14, 0.65, -1.24], [1.73, -0.56, -2.15], [0.28, 1.53, -2.03], [0.40, -0.07, -0.04], [3.90, 3.10, -0.67], [2.27, 3.30, -1.33], [3.45, 2.31, -2.19], [1.90, 1.07, 1.39], [5.40, 0.34, -1.78], [4.94, 1.31, 1.53], [1.52, -0.44, -3.09], [-0.56, -1.66, 2.43], [-1.81, -1.55, 1.55], [-3.09, -1.33, 2.35], [-1.59, 0.04, 0.14], [-2.09, 1.93, 0.98], [-1.13, 2.28, 2.11], [-2.19, 3.02, -0.08], [-2.41, -0.40, -1.78], [-3.94, -0.38, -1.62], [-1.88, -1.73, -2.30], [-0.68, -2.53, 3.08], [-0.46, -0.79, 3.08], [0.35, -1.78, 1.86], [-1.89, -2.44, 0.92], [-3.02, -0.45, 2.98], [-3.24, -2.19, 3.01], [-3.98, -1.25, 1.72], [-3.09, 1.70, 1.38], [-0.14, 2.51, 1.73], [-1.06, 1.50, 2.87], [-1.50, 3.18, 2.61], [-1.23, 3.20, -0.56], [-2.51, 3.94, 0.40], [-2.92, 2.78, -0.86], [-2.07, 0.43, -2.40], [-4.29, -1.19, -0.98], [-4.39, -0.53, -2.60], [-4.31, 0.57, -1.24], [-2.22, -2.57, -1.69], [-0.79, -1.76, -2.34], [-2.25, -1.88, -3.31], [1.83, -4.88, -1.15], [3.10, -3.87, 0.15], [4.15, -4.14, 0.03], [2.74, -3.85, 1.18]], "mulliken_charge": [0.386, -1.992, 0.935, -0.538, 0.768, -0.519, -0.544, -0.705, 0.719, -0.639, -0.695, 0.275, 0.495, 0.432, 0.449, 0.398, 0.365, 0.405, 0.318, -1.168, 0.352, -1.462, 0.804, 0.199, -1.265, -1.253, 0.301, -1.366, -1.234, 0.477, 0.254, 0.111, 0.412, 0.339, 0.473, 0.355, 0.522, 0.216, 0.298, 0.484, 0.293, 0.452, 0.318, 0.443, 0.352, 0.460, 0.342, 0.338, 0.157, 0.465, 0.174, -0.639, 0.378, 0.305], "fmax_ev_per_a": 0.61, "homo_ev": -15.44, "de_lowest_kcal_mol": 7.2, "orbital_gap_ev": 1.54, "charge": 2}

---

2.
{"formula": "C19H37OS6SiW", "method": "ωB97M-V with the def2-TZVPD basis set", "elements": ["W", "S", "C", "S", "C", "C", "S", "S", "S", "C", "C", "C", "C", "Si", "C", "C", "C", "C", "C", "C", "C", "C", "H", "H", "H", "H", "H", "H", "H", "H", "H", "H", "H", "H", "H", "H", "H", "H", "H", "H", "H", "H", "H", "H", "H", "H", "H", "H", "H", "C", "C", "S", "O", "C", "C", "H", "H", "H", "H", "H", "H", "H", "H", "H", "H"], "coordinates": [[0.37, -1.23, 0.19], [5.00, -4.28, 4.95], [3.99, -3.59, 3.90], [2.42, -2.97, 4.33], [1.97, -2.42, 2.75], [2.85, -2.59, 1.78], [2.51, -2.05, 0.13], [4.35, -3.36, 2.21], [0.42, -1.62, 2.47], [2.37, 3.48, 0.68], [2.43, 1.94, 0.63], [2.75, 1.39, 2.03], [3.61, 1.53, -0.27], [0.77, 1.25, 0.02], [-0.76, 1.96, 0.88], [-1.90, 0.92, 0.72], [-1.20, 3.32, 0.32], [-0.54, 2.13, 2.40], [0.55, 1.14, -1.92], [-0.91, 1.04, -2.38], [1.23, -0.20, -2.33], [1.18, 2.31, -2.69], [3.33, 3.87, 1.05], [1.59, 3.87, 1.34], [2.21, 3.92, -0.32], [3.68, 1.85, 2.39], [2.91, 0.31, 2.01], [1.97, 1.59, 2.77], [4.55, 1.85, 0.21], [3.59, 2.01, -1.25], [3.68, 0.45, -0.42], [-2.39, 0.98, -0.25], [-2.66, 1.06, 1.50], [-1.55, -0.12, 0.89], [-1.32, 3.33, -0.77], [-0.49, 4.11, 0.57], [-2.17, 3.61, 0.75], [-0.30, 1.18, 2.89], [-1.46, 2.52, 2.85], [0.26, 2.84, 2.64], [-1.42, 0.16, -1.98], [-0.92, 0.95, -3.48], [-1.51, 1.91, -2.12], [0.81, -1.08, -1.81], [2.30, -0.19, -2.16], [1.04, -0.44, -3.39], [0.70, 3.26, -2.43], [1.04, 2.16, -3.77], [2.25, 2.42, -2.51], [-2.99, -3.50, 1.50], [-3.29, -3.59, 0.01], [-2.73, -2.15, -0.88], [-1.16, -2.23, -0.83], [-3.09, -2.65, -2.56], [-4.42, -2.05, -3.02], [-3.30, -4.43, 1.98], [-3.52, -2.68, 1.98], [-1.93, -3.38, 1.69], [-4.36, -3.62, -0.19], [-2.80, -4.44, -0.47], [-3.10, -3.74, -2.58], [-2.24, -2.29, -3.13], [-5.25, -2.34, -2.38], [-4.64, -2.41, -4.03], [-4.37, -0.96, -3.05]], "mulliken_charge": [-0.070, -0.179, 0.136, -0.070, 0.240, 0.224, -0.305, -0.056, -0.355, -1.681, 2.439, -1.543, -1.608, -0.954, 2.500, -1.425, -1.569, -2.026, 2.462, -1.640, -1.534, -1.661, 0.525, 0.296, 0.323, 0.575, 0.198, 0.227, 0.576, 0.305, 0.193, 0.273, 0.501, 0.018, 0.274, 0.337, 0.487, 0.301, 0.586, 0.390, -0.065, 0.600, 0.269, 0.326, 0.332, 0.513, 0.350, 0.504, 0.303, -1.060, -0.586, 0.463, -0.561, -0.610, -1.092, 0.411, 0.346, 0.141, 0.440, 0.413, 0.464, 0.366, 0.324, 0.386, 0.314], "fmax_ev_per_a": 2.16, "homo_ev": -10.16, "orbital_gap_ev": 5.97, "charge": 1}

---

3.
{"formula": "C45H38N7OP2Pt", "method": "ωB97M-V with the def2-TZVPD basis set", "elements": ["Pt", "C", "C", "C", "C", "C", "C", "N", "C", "C", "C", "C", "C", "N", "C", "C", "C", "C", "C", "C", "N", "H", "H", "H", "H", "H", "H", "H", "H", "H", "H", "H", "H", "H", "H", "H", "C", "N", "P", "C", "C", "C", "C", "C", "C", "C", "C", "C", "C", "C", "C", "P", "C", "C", "C", "C", "C", "C", "C", "C", "C", "C", "C", "C", "H", "H", "H", "H", "H", "H", "H", "H", "H", "H", "H", "H", "H", "H", "H", "H", "H", "H", "H", "H", "H", "H", "H", "O", "N", "C", "C", "N", "C", "N"], "coordinates": [[-1.19, -0.25, 0.82], [-0.22, -3.42, 1.62], [-1.41, -2.92, 2.36], [-2.03, -3.77, 3.27], [-3.18, -3.38, 3.92], [-3.75, -2.15, 3.60], [-3.10, -1.34, 2.70], [-1.90, -1.69, 2.14], [-3.71, -0.09, 2.19], [-4.84, 0.55, 2.67], [-5.26, 1.71, 2.05], [-4.55, 2.25, 0.98], [-3.42, 1.58, 0.55], [-3.06, 0.43, 1.14], [-2.53, 1.98, -0.57], [-2.18, 3.38, -1.05], [-2.42, 3.43, -2.58], [-2.23, 1.95, -3.01], [-2.35, 1.07, -1.75], [-3.03, -0.25, -1.94], [-1.29, 1.17, -0.66], [0.53, -3.82, 2.30], [-0.55, -4.24, 0.97], [0.23, -2.66, 0.98], [-1.60, -4.75, 3.45], [-3.67, -4.04, 4.63], [-4.69, -1.85, 4.03], [-5.38, 0.16, 3.52], [-6.15, 2.22, 2.41], [-4.87, 3.16, 0.50], [-2.56, 4.20, -0.44], [-3.23, 4.01, -3.01], [-2.93, 1.56, -3.75], [-3.97, -0.10, -2.48], [-2.42, -0.90, -2.57], [-3.25, -0.78, -1.02], [3.08, -1.72, -0.24], [2.10, -0.58, -0.28], [1.15, -0.19, 1.12], [1.60, 1.53, 1.49], [0.82, 2.21, 2.43], [1.17, 3.49, 2.82], [2.29, 4.10, 2.27], [3.07, 3.43, 1.34], [2.72, 2.14, 0.94], [1.91, -0.99, 2.55], [1.10, -1.48, 3.56], [1.66, -1.90, 4.77], [3.03, -1.82, 4.96], [3.84, -1.29, 3.96], [3.29, -0.86, 2.77], [1.52, -0.30, -1.80], [2.77, -0.51, -3.04], [2.76, -1.55, -3.97], [3.79, -1.62, -4.90], [4.80, -0.67, -4.90], [4.80, 0.36, -3.96], [3.78, 0.46, -3.03], [0.63, 1.22, -2.05], [-0.11, 2.00, -1.00], [-0.64, 3.39, -1.36], [-0.91, 3.65, -2.86], [-0.84, 2.33, -3.64], [0.28, 1.40, -3.34], [2.88, -2.35, 0.62], [4.10, -1.35, -0.20], [2.97, -2.35, -1.13], [-0.05, 1.73, 2.87], [0.58, 4.01, 3.56], [2.57, 5.10, 2.58], [3.95, 3.90, 0.92], [3.33, 1.62, 0.22], [0.02, -1.52, 3.44], [1.02, -2.27, 5.55], [3.46, -2.15, 5.89], [4.91, -1.20, 4.12], [3.93, -0.41, 2.03], [1.99, -2.30, -3.98], [3.79, -2.42, -5.63], [5.60, -0.73, -5.63], [5.60, 1.10, -3.97], [3.78, 1.27, -2.32], [0.47, 2.10, -0.09], [-0.06, 4.16, -0.86], [-0.49, 4.55, -3.30], [-0.96, 2.49, -4.71], [0.73, 0.84, -4.14], [-1.89, -3.04, -0.62], [-2.05, -3.69, -1.63], [-1.18, -3.35, -2.71], [-1.23, -4.00, -3.97], [-1.23, -4.47, -5.02], [-0.28, -2.38, -2.47], [0.43, -1.55, -2.02]], "mulliken_charge": [1.792, -0.613, 1.079, -1.202, -1.122, -0.609, 0.674, 0.843, 0.576, -0.847, -1.150, -0.842, 0.081, -0.194, 0.412, -0.706, -0.684, -0.976, 1.114, -1.717, -0.053, 0.592, 0.556, -0.322, 0.625, 0.489, 0.504, 0.503, 0.495, 0.664, 0.864, 0.470, 0.771, 0.472, 0.316, 0.161, -1.181, 0.381, -1.179, 0.946, -0.561, -0.838, -0.775, -0.839, -0.023, 1.850, -1.012, -0.720, -0.814, -0.917, -0.371, 0.915, 0.638, -0.615, -0.803, -0.670, -0.753, -0.745, 1.105, 0.104, -1.018, -0.751, -0.610, -0.940, 0.502, 0.348, 0.453, 0.387, 0.529, 0.456, 0.512, 0.386, 0.617, 0.506, 0.437, 0.494, 0.401, 0.342, 0.502, 0.447, 0.495, 0.332, -0.849, 0.888, 0.521, 0.768, 0.619, 0.027, -0.354, -0.335, -0.481, -0.329, 2.140, -0.584], "fmax_ev_per_a": 0.59, "homo_ev": -16.48, "de_lowest_kcal_mol": 0.0, "orbital_gap_ev": 8.05, "charge": 3}

---

Among the records above, which one has the highest charge?
C45H38N7OP2Pt

---

Which value of charge does entry 2 give?
+1

---

Copy entry 2 word for word.
{"formula": "C19H37OS6SiW", "method": "ωB97M-V with the def2-TZVPD basis set", "elements": ["W", "S", "C", "S", "C", "C", "S", "S", "S", "C", "C", "C", "C", "Si", "C", "C", "C", "C", "C", "C", "C", "C", "H", "H", "H", "H", "H", "H", "H", "H", "H", "H", "H", "H", "H", "H", "H", "H", "H", "H", "H", "H", "H", "H", "H", "H", "H", "H", "H", "C", "C", "S", "O", "C", "C", "H", "H", "H", "H", "H", "H", "H", "H", "H", "H"], "coordinates": [[0.37, -1.23, 0.19], [5.00, -4.28, 4.95], [3.99, -3.59, 3.90], [2.42, -2.97, 4.33], [1.97, -2.42, 2.75], [2.85, -2.59, 1.78], [2.51, -2.05, 0.13], [4.35, -3.36, 2.21], [0.42, -1.62, 2.47], [2.37, 3.48, 0.68], [2.43, 1.94, 0.63], [2.75, 1.39, 2.03], [3.61, 1.53, -0.27], [0.77, 1.25, 0.02], [-0.76, 1.96, 0.88], [-1.90, 0.92, 0.72], [-1.20, 3.32, 0.32], [-0.54, 2.13, 2.40], [0.55, 1.14, -1.92], [-0.91, 1.04, -2.38], [1.23, -0.20, -2.33], [1.18, 2.31, -2.69], [3.33, 3.87, 1.05], [1.59, 3.87, 1.34], [2.21, 3.92, -0.32], [3.68, 1.85, 2.39], [2.91, 0.31, 2.01], [1.97, 1.59, 2.77], [4.55, 1.85, 0.21], [3.59, 2.01, -1.25], [3.68, 0.45, -0.42], [-2.39, 0.98, -0.25], [-2.66, 1.06, 1.50], [-1.55, -0.12, 0.89], [-1.32, 3.33, -0.77], [-0.49, 4.11, 0.57], [-2.17, 3.61, 0.75], [-0.30, 1.18, 2.89], [-1.46, 2.52, 2.85], [0.26, 2.84, 2.64], [-1.42, 0.16, -1.98], [-0.92, 0.95, -3.48], [-1.51, 1.91, -2.12], [0.81, -1.08, -1.81], [2.30, -0.19, -2.16], [1.04, -0.44, -3.39], [0.70, 3.26, -2.43], [1.04, 2.16, -3.77], [2.25, 2.42, -2.51], [-2.99, -3.50, 1.50], [-3.29, -3.59, 0.01], [-2.73, -2.15, -0.88], [-1.16, -2.23, -0.83], [-3.09, -2.65, -2.56], [-4.42, -2.05, -3.02], [-3.30, -4.43, 1.98], [-3.52, -2.68, 1.98], [-1.93, -3.38, 1.69], [-4.36, -3.62, -0.19], [-2.80, -4.44, -0.47], [-3.10, -3.74, -2.58], [-2.24, -2.29, -3.13], [-5.25, -2.34, -2.38], [-4.64, -2.41, -4.03], [-4.37, -0.96, -3.05]], "mulliken_charge": [-0.070, -0.179, 0.136, -0.070, 0.240, 0.224, -0.305, -0.056, -0.355, -1.681, 2.439, -1.543, -1.608, -0.954, 2.500, -1.425, -1.569, -2.026, 2.462, -1.640, -1.534, -1.661, 0.525, 0.296, 0.323, 0.575, 0.198, 0.227, 0.576, 0.305, 0.193, 0.273, 0.501, 0.018, 0.274, 0.337, 0.487, 0.301, 0.586, 0.390, -0.065, 0.600, 0.269, 0.326, 0.332, 0.513, 0.350, 0.504, 0.303, -1.060, -0.586, 0.463, -0.561, -0.610, -1.092, 0.411, 0.346, 0.141, 0.440, 0.413, 0.464, 0.366, 0.324, 0.386, 0.314], "fmax_ev_per_a": 2.16, "homo_ev": -10.16, "orbital_gap_ev": 5.97, "charge": 1}